[1]
Computed, not measured: a structure of composition C31H57N7O5 at a distorted geometry, with ωB97M-V with the def2-TZVPD basis set.

Last column: Löwdin charge in e.
CARTESIAN COORDINATES (ANGSTROEM)
1 H -3.54782 -13.85260 -16.58105  0.10
2 C -7.08944 -18.84449 -18.04105  -0.66
3 C -5.82606 -13.74276 -21.70403  -0.40
4 H -5.67949 -12.02279 -20.36435  0.11
5 H -7.27077 -12.39936 -20.67165  0.09
6 C -5.03553 -16.60915 -18.88377  -0.02
7 H -6.75340 -16.80635 -24.76784  0.11
8 C -4.24576 -18.96826 -21.76790  -0.09
9 C -1.38939 -17.49375 -16.48100  -0.06
10 C -6.97312 -15.86429 -24.26550  -0.01
11 O -8.00008 -13.63880 -22.83015  0.18
12 C -4.68667 -15.96986 -22.11216  -0.12
13 H -1.24361 -14.76313 -17.06035  0.13
14 H -1.83860 -20.94231 -15.24931  0.15
15 H -4.25194 -12.45796 -22.52834  0.11
16 C -4.06884 -19.80162 -17.31952  0.05
17 H -8.08134 -17.23636 -17.22607  0.12
18 H -4.04365 -16.68016 -21.59244  0.07
19 H -3.87879 -16.75381 -16.22781  0.06
20 C -2.53354 -20.35719 -15.83334  -0.08
21 H -6.39927 -16.61484 -15.66624  0.10
22 C -2.86589 -19.06843 -15.58759  -0.10
23 H -4.11624 -22.56312 -18.06190  0.11
24 H -5.17856 -13.32529 -23.74814  0.09
25 C -1.82433 -17.34258 -18.67336  0.08
26 C -3.32025 -14.90183 -16.39276  -0.03
27 C -5.98223 -16.72760 -22.17901  -0.14
28 C -8.49536 -16.48401 -22.30969  0.03
29 C -5.44100 -18.71411 -20.83328  -0.18
30 H -8.42954 -17.40019 -21.72286  0.03
31 H -4.91652 -17.36782 -17.59002  0.00
32 H -6.04527 -20.95414 -22.33277  0.13
33 H -5.68492 -17.70739 -22.55281  0.12
34 H -9.14794 -15.77022 -21.80695  0.10
35 C -8.31698 -20.66890 -22.14862  0.05
36 H -3.54850 -18.13492 -21.68149  0.01
37 N -3.24382 -20.86016 -16.90932  -0.04
38 H -1.75464 -20.68998 -18.89933  0.05
39 C -3.79615 -16.59734 -19.92799  -0.63
40 H -4.67383 -16.36710 -17.88443  0.05
41 H -5.22679 -18.90363 -19.78147  0.09
42 H -0.12654 -20.15573 -19.10730  0.12
43 H -5.91257 -11.94737 -23.01876  0.10
44 C -7.11823 -15.83222 -22.78046  -0.39
45 O -5.94423 -19.29874 -18.26263  -0.12
46 H -2.20954 -16.91504 -19.58727  0.11
47 H -3.05526 -15.04887 -15.34573  0.10
48 O -3.15079 -15.55867 -19.93249  -0.04
49 C -3.20239 -22.21332 -17.58168  0.05
50 H -9.01352 -17.09702 -23.04712  0.10
51 N -1.90907 -16.72398 -17.47326  -0.02
52 H -4.20158 -15.48087 -16.66854  0.03
53 C -6.31092 -12.89584 -20.52920  0.00
54 C -1.08309 -18.63738 -17.09830  -0.10
55 H -5.69022 -17.65518 -20.76505  0.03
56 H -1.28690 -17.20823 -15.44447  0.16
57 H -5.74361 -15.78058 -18.89834  0.11
58 H -10.38612 -19.15455 -20.09705  0.10
59 H -6.15308 -15.27750 -24.67937  0.09
60 H -2.64155 -18.38833 -14.77917  0.15
61 H -4.75439 -19.90959 -18.14704  0.07
62 C -5.74528 -17.47664 -15.53330  -0.02
63 H -4.35324 -15.78158 -23.13269  0.15
64 C -10.37792 -19.61856 -21.08333  0.03
65 H -5.65768 -17.49956 -18.79323  0.04
66 H -8.11654 -18.38517 -19.69529  0.12
67 H -4.81246 -14.91701 -20.21271  0.09
68 H -0.81440 -19.58667 -16.65892  0.13
69 C -4.76954 -14.72448 -21.28471  -0.15
70 C -6.91962 -20.41974 -21.99174  0.00
71 C -1.16171 -19.83985 -19.23670  0.04
72 H -2.99873 -22.90455 -16.76386  0.10
73 N -8.90717 -19.70441 -21.29420  -0.09
74 H -10.85939 -19.05279 -21.88094  0.10
75 H -6.35297 -16.96774 -17.21350  0.02
76 H -6.42565 -13.38179 -19.56029  0.09
77 H -7.23330 -16.84465 -18.80849  0.09
78 H -7.94047 -15.67215 -24.72964  0.10
79 H -2.38439 -22.12227 -18.29631  0.07
80 C -2.14667 -15.26496 -17.40784  -0.08
81 H -8.92172 -21.37184 -22.70233  0.13
82 N -1.45149 -18.67703 -18.39733  0.01
83 H -4.35124 -19.16793 -22.83425  0.09
84 C -4.60151 -17.50125 -16.55509  -0.23
85 N -6.75985 -19.37292 -21.14808  0.02
86 H -1.53490 -19.84108 -20.26082  0.10
87 H -6.41764 -18.28514 -15.82031  0.09
88 C -5.25380 -12.78841 -22.80252  0.02
89 H -10.90324 -20.57314 -21.05293  0.10
90 H -3.64047 -19.84147 -21.52452  0.09
91 N -3.80197 -18.73800 -16.52481  0.01
92 N -7.08063 -14.47226 -22.21412  0.15
93 H -6.28045 -16.76369 -21.13123  0.09
94 H -2.41348 -14.84960 -18.37963  0.11
95 C -7.17840 -17.32280 -17.83049  -0.05
96 O -8.17970 -19.45290 -18.14788  0.01
97 H -5.58187 -17.72305 -14.48416  0.10
98 O -3.45749 -17.69366 -20.51631  -0.18
99 C -7.98157 -18.98831 -20.58096  -0.03
100 H -3.86760 -14.12310 -21.39865  0.14

E_HOMO ... -0.48204 Eh
Charge ... +2
Orbital gap ... 4.317 eV

***

[2]
Computed, not measured: a structure of composition C31H58As2NO4PPtS4SeSi3 at a distorted geometry, with ωB97M-V with the def2-TZVPD basis set.

Last column: Löwdin charge in e.
CARTESIAN COORDINATES (ANGSTROEM)
1 H 4.76488 -3.29386 0.83039  0.11
2 As 3.29589 0.55597 2.21433  0.78
3 C 4.05235 4.01462 2.51486  -0.24
4 C -3.24794 -2.10475 -2.60569  -0.53
5 C 6.15025 2.01281 4.09639  -0.23
6 C 1.09570 -4.40941 1.24626  -0.20
7 H 5.34971 2.66859 4.44327  0.00
8 H 1.10981 -1.69967 3.25159  -0.01
9 Si 5.56720 0.83487 2.73170  0.24
10 H -0.99914 -4.08907 1.59328  0.02
11 H 2.38470 -1.17225 -0.85569  0.06
12 H 1.87441 -5.06827 -1.43978  0.11
13 H 0.55399 -1.43354 4.89397  0.04
14 H 4.51480 -1.10614 5.24537  0.00
15 H 2.08169 2.56903 -0.58003  0.01
16 H -2.98383 -4.16159 -1.94094  0.07
17 H 5.47259 -1.60073 3.22441  0.00
18 H 0.56840 2.89015 2.95007  -0.07
19 H 1.24623 4.49866 2.69186  0.04
20 H 5.08499 3.76014 2.25751  -0.01
21 H 6.51164 1.44701 4.95875  0.01
22 C -3.62594 -3.30191 -1.73797  -0.13
23 H -0.19232 -6.66900 -5.49987  0.07
24 H 4.46217 0.57512 5.79917  0.01
25 H -4.08437 -0.59461 -1.29412  0.06
26 H 0.49693 1.54009 4.69740  -0.09
27 H -2.40278 -0.94971 -5.05691  0.06
28 H -1.63534 0.55444 -3.11770  0.09
29 H -1.08186 -5.26773 -6.10339  0.06
30 H 0.50117 3.59856 1.34450  0.00
31 C 2.09321 -4.93361 2.05880  -0.02
32 H -0.65953 -5.31006 0.38808  0.08
33 H 6.99097 -1.20514 2.42339  0.02
34 Pt -0.89423 -1.22419 -0.06814  0.45
35 H -5.20759 -1.18157 -2.53781  0.07
36 H -3.31145 -2.39924 -3.65823  0.09
37 C 2.75641 -3.01511 0.17175  -0.22
38 C -1.05522 -0.31054 -3.45047  -0.52
39 C -1.37797 -0.60046 -4.91365  -0.11
40 H 3.97586 4.03363 3.60652  0.01
41 C -0.15539 -5.58250 -5.61869  -0.08
42 C -0.32013 -4.90335 1.34493  -0.03
43 H 6.77259 -0.85709 4.14899  0.02
44 H -1.25920 0.32548 -5.48154  0.08
45 C 0.42644 0.02446 -3.24952  -0.11
46 C 1.43121 -3.43693 0.29627  -0.26
47 H 1.05415 -0.85168 -3.43428  0.07
48 H 1.82368 -5.67929 2.80330  0.11
49 C 6.27207 -0.86602 3.17641  -0.24
50 H 7.55486 1.30722 1.30435  0.02
51 H 2.00095 2.41568 5.00990  0.02
52 H 3.39977 -0.63585 6.53813  0.03
53 Si 2.78931 2.82259 1.75964  0.24
54 O -2.21519 2.88095 1.15595  -0.65
55 C 1.12070 3.50841 2.24256  -0.25
56 H 1.37328 1.26864 6.21182  0.03
57 H -3.53135 -3.05150 -0.68010  0.00
58 H -3.90905 -0.04333 -2.94968  0.07
59 H 6.20721 2.37535 0.86187  0.01
60 H 2.03638 -2.37679 4.59285  0.02
61 C 1.49472 1.45348 5.13869  -0.24
62 H 6.19710 0.69404 0.33480  0.02
63 H 4.10232 -1.58200 -0.69457  0.06
64 C 1.45097 -1.51167 4.27147  -0.22
65 O -0.49358 3.30872 -0.89638  -0.48
66 H 0.66709 -5.36117 -6.30746  0.07
67 C 0.36717 -3.54743 -1.77869  -0.33
68 As -1.87215 1.40133 2.14882  0.05
69 C 4.49146 -5.15840 2.80319  -0.07
70 H -1.49621 -3.43407 -4.63915  0.10
71 H 4.32779 -4.91022 3.85633  0.07
72 S -2.55430 -1.82806 1.48981  -0.07
73 C 6.47074 1.35633 1.16226  -0.25
74 C 2.99630 2.93335 -0.09808  -0.23
75 H 3.84638 5.02382 2.14348  0.03
76 S -3.62719 0.06256 1.96676  0.03
77 P -1.49967 -1.63571 -2.26124  0.94
78 H 3.15512 3.97004 -0.41230  0.03
79 H 6.96360 2.64692 3.73022  0.03
80 C 3.10686 -1.99071 -0.87230  -0.05
81 C 0.96987 -5.31492 -3.35727  -0.06
82 C 0.01980 -4.88451 -4.29292  -0.31
83 N 0.47755 -2.92778 -0.59349  -0.08
84 C 1.14235 -4.69033 -2.14334  -0.02
85 Se -2.01213 2.83324 -0.60924  0.77
86 C -0.55998 -3.09280 -2.74145  -0.29
87 C 3.85125 -0.30956 5.59474  -0.23
88 C 3.42349 -4.54711 1.93039  -0.29
89 O -3.14399 3.83019 -1.18675  -0.48
90 H -0.40943 -5.67477 2.11175  0.07
91 C -4.16665 -0.90958 -2.33758  -0.11
92 Si 2.45975 0.05743 4.36752  0.24
93 C -0.73032 -3.77203 -3.94736  -0.07
94 H 5.48127 -4.79255 2.52544  0.07
95 H 4.49290 -6.24778 2.71997  0.07
96 H 0.72665 0.81928 -3.93748  0.08
97 H 1.58708 -6.17889 -3.59276  0.10
98 H -4.66406 -3.58906 -1.93425  0.07
99 C 3.73442 -3.59345 0.97141  -0.02
100 O -2.31062 1.26886 -0.95443  -0.56
101 S 0.00600 0.52092 1.45575  0.06
102 H -0.69464 -1.34021 -5.33429  0.07
103 H 3.07456 -2.43183 -1.87456  0.08
104 S -1.80484 2.15182 4.09723  0.03
105 H 3.83831 2.32809 -0.44784  0.01
106 H 0.60554 0.37596 -2.23117  0.06

E_HOMO (spin up / spin down) ... -0.07925 / -0.07831 Eh
Relative energy (zero: lowest compared OMol25 entry of this formula, charge and spin) ... 30.2 kcal per mole
Charge ... -2
Orbital gap (spin up / spin down) ... 6.037 / 6.016 eV

***

no.,electronic energy (eV)
1,-53701.5023
2,-309307.9660